ORCA calculation (wB97M-V/def2-TZVPD) on a structure of composition C22H41ClNP3STi in a non-equilibrium geometry.

Structure (ORCA input):
```
! wB97M-V def2-TZVPD RIJCOSX def2/J DEFGRID3
* xyz 3 2
H -2.877 -1.839 -1.752
H -1.290 1.511 -3.243
H -0.813 2.696 0.489
C -1.986 -2.477 -1.839
H 1.420 6.049 -4.781
H 2.537 -0.288 2.965
H -1.576 -0.227 -3.456
H -0.464 0.647 -4.568
C -2.379 6.831 -5.131
N -0.532 0.105 2.073
H -2.572 -2.290 1.283
S -0.016 3.720 -3.996
H 4.665 -1.000 -0.079
H -3.445 7.026 -5.324
H 3.340 -1.977 -0.775
C -1.740 0.933 3.989
H 2.788 -1.863 2.200
C -1.931 5.533 -4.825
H -2.423 1.686 4.375
H -1.684 1.831 2.020
H 1.070 -3.168 -1.602
H 2.838 1.156 -2.172
C -0.068 7.607 -5.128
H 1.562 2.373 -2.182
C 3.687 -0.954 -0.581
C -1.446 7.885 -5.214
H 2.660 2.116 1.476
P -0.853 -2.125 -0.436
H -2.617 4.687 -4.846
C 3.195 1.601 0.670
C 0.492 -3.365 -0.691
H 4.267 1.539 0.913
H 0.717 4.037 -2.819
C -0.104 -0.933 2.840
Ti 0.001 0.219 -0.101
C -1.288 -0.107 4.801
H 3.802 -0.443 -1.541
H 2.052 1.597 -3.725
C -0.818 0.563 -3.530
H -1.102 -3.147 1.789
C -0.570 5.288 -4.530
H -0.721 2.723 -1.351
H 0.506 -1.693 2.368
H -2.432 0.863 -1.455
H 1.181 -3.345 0.165
H -1.511 -2.296 -2.813
C -1.763 -2.946 0.936
P 2.503 -0.094 0.536
H -2.619 0.979 0.359
H 1.596 -0.882 -4.348
H 3.048 2.167 -0.256
H 0.638 -2.079 -3.414
H -2.292 -3.533 -1.768
Cl 0.150 -2.375 5.077
H 2.260 -1.588 -2.841
C 3.050 -0.799 2.142
C 1.892 1.437 -2.650
H -2.199 -3.898 0.594
C -1.338 1.016 2.656
H -1.794 8.911 -5.388
C -0.962 2.144 -0.452
H 4.140 -0.691 2.268
H 0.039 -4.366 -0.763
H 0.663 8.403 -5.337
C -0.446 -1.034 4.196
C -1.964 1.127 -0.507
C 1.347 -1.247 -3.342
H -1.575 -0.242 5.838
C 0.363 6.310 -4.803
P 0.605 0.153 -2.454
*
```

Results
E_LUMO (spin up / spin down) (eV): -8.71 / -12.06
Calculated total energy (a.u.): -3648.5614
HOMO level (spin up / spin down) (hartree): -0.5839 / -0.5842

=====

ORCA calculation (wB97M-V/def2-TZVPD) on a cluster of 2 separate species, BrH3NOP in total in a non-equilibrium geometry.

Structure (ORCA input):
```
! wB97M-V def2-TZVPD RIJCOSX def2/J DEFGRID3
* xyz 0 1
N -0.257 1.080 0.317
H -1.351 -2.164 -0.037
H 0.095 1.446 -0.570
H -1.014 1.631 0.714
P 0.670 -0.210 0.728
Br 2.447 0.020 -0.527
O -0.590 -1.803 -0.624
*
```

Results
Energy relative to the best compared isomer or geometry (same formula, charge and spin) (kcal per mole): 61.2
E_LUMO (spin up / spin down) (eV): -0.46 / -0.46
Calculated total energy (a.u.): -3047.1151
HOMO level (spin up / spin down) (hartree): -0.3307 / -0.3307

=====

ORCA calculation (wB97M-V/def2-TZVPD) on a cluster of 2 separate species, C2H7N2O in total in a non-equilibrium geometry.

Structure (ORCA input):
```
! wB97M-V def2-TZVPD RIJCOSX def2/J DEFGRID3
* xyz 1 1
H -0.229 1.441 -0.155
N 1.895 -0.628 0.467
H 0.844 -1.147 -1.358
H -1.780 -2.077 0.459
H 1.936 -0.095 1.423
N -1.034 -0.252 0.439
H -1.990 1.595 0.219
H 2.769 -0.959 0.228
O -1.832 -1.243 -0.053
C -1.237 0.974 -0.257
H -1.559 0.824 -1.321
C 0.932 -0.559 -0.372
*
```

Results
Energy relative to the best compared isomer or geometry (same formula, charge and spin) (kcal per mole): 144.0
E_LUMO (spin up / spin down) (eV): -5.66 / -5.67
Calculated total energy (a.u.): -264.7018
HOMO level (spin up / spin down) (hartree): -0.5198 / -0.5186

=====

ORCA calculation (wB97M-V/def2-TZVPD) on a structure of composition C11H16Cl3NOSeTc in a non-equilibrium geometry.

Structure (ORCA input):
```
! wB97M-V def2-TZVPD RIJCOSX def2/J DEFGRID3
* xyz -2 4
C -2.053 -1.049 -1.333
H 0.009 3.939 -0.289
H 2.137 -1.970 -0.980
Cl -0.500 0.762 2.898
C -1.330 1.114 -0.120
C -2.657 1.664 0.198
H 2.950 0.492 -0.910
H -2.886 2.514 -0.457
C 0.947 0.976 -0.426
H 2.460 2.153 -1.339
H -0.742 3.422 1.238
C -1.060 -0.226 -0.595
H 1.687 -0.725 -2.448
H 2.791 -2.457 0.431
H 2.780 1.743 0.365
C -0.104 1.816 -0.005
H 1.023 3.302 1.027
C 0.391 -0.309 -0.830
O 3.013 -2.321 -0.528
C 2.364 1.359 -0.579
H 0.376 -1.998 -2.137
H -2.992 -1.113 -0.776
Cl 2.107 -0.799 2.107
C 1.044 -1.238 -1.736
H -1.670 -2.057 -1.498
N 0.201 -2.830 1.359
H -3.428 0.902 0.079
C 0.055 3.197 0.521
C 0.200 -3.887 1.940
H -2.244 -0.568 -2.299
Tc -0.084 -0.913 1.157
H -2.695 2.017 1.236
Cl -2.251 -1.536 1.893
Se 0.160 -5.378 2.836
*
```

Results
E_LUMO (spin up / spin down) (eV): 4.83 / 4.83
Calculated total energy (a.u.): -4421.5795
HOMO level (spin up / spin down) (hartree): -0.0083 / 0.0011